No. 1
# C18H38OP2V

A structure of composition C18H38OP2V in a non-equilibrium geometry (ωB97M-V with the def2-TZVPD basis set, the OMol25 dataset).

The strongest force on any atom is 3.7 eV Å⁻¹. As for the energy relative to the best compared isomer or geometry (same formula, charge and spin): 0.0 kcal per mole. For the total energy, the calculation gives -2410.48108 hartree. For the LUMO energy (alpha / beta), the calculation gives 0.45 / 0.21 eV. The spin multiplicity is 4.

Cartesian coordinates (Å):
V: 0.317600 -0.325162 2.982885
P: 0.512600 -1.806862 1.276185
P: 0.224900 1.275138 1.377885
O: -1.519400 0.151138 3.551685
C: 0.682200 0.510838 -0.257015
C: 1.651900 0.533238 -5.235615
C: 2.002400 -0.833862 -4.607715
C: 0.893400 1.439438 -4.295915
C: -1.544900 0.659938 -4.626015
C: -0.562400 -3.292462 1.193685
C: -1.167900 -0.660962 -5.332615
C: 1.305700 2.756338 1.464485
C: -0.149400 1.648438 4.895685
C: 0.858100 -1.690862 -4.133415
C: 0.144300 -0.927762 -0.322915
C: -0.421400 1.481038 -4.049615
C: 0.357200 -1.815462 4.486785
C: -2.650600 1.740138 4.941585
C: 2.180300 -2.526662 0.984885
C: -1.422000 2.024038 1.044585
C: -1.437000 0.827438 4.786585
C: -0.446000 -1.630662 -4.428115
H: 1.778100 0.505038 -0.301915
H: 0.985100 3.372538 2.309485
H: -0.753100 2.218838 -3.317815
H: -0.947500 -0.916762 -0.426915
H: 2.334900 2.436738 1.648985
H: 1.515300 2.129738 -3.725715
H: -1.692800 2.661838 1.890985
H: -1.423400 2.618638 0.124285
H: 1.264000 3.350738 0.545285
H: -2.170500 1.230438 0.969385
H: 2.606900 -1.409362 -5.326315
H: -0.591500 -0.451162 -6.235515
H: -2.121900 1.284238 -5.326315
H: -0.329800 -4.013262 1.985085
H: -0.117900 2.426338 4.108985
H: 0.674700 -2.807662 4.140785
H: 0.320900 1.115938 -1.097015
H: -2.670300 2.505838 4.137985
H: 2.663700 -0.659962 -3.747215
H: -1.458500 0.085138 5.611685
H: -0.657400 -1.911662 4.897385
H: 2.928500 -1.730062 1.020785
H: 1.161400 -2.477362 -3.441215
H: -2.620800 2.255038 5.926685
H: -1.089100 -2.357662 -3.931815
H: 0.552300 -1.472262 -1.182715
H: 2.595400 1.023338 -5.503615
H: -0.440100 -3.767562 0.216585
H: 1.020800 -1.510262 5.303385
H: -0.101100 2.151738 5.884885
H: -3.583700 1.139938 4.887285
H: -1.604600 -2.974262 1.288185
H: -2.099200 -1.130062 -5.671215
H: -2.239000 0.427738 -3.806015
H: 0.745900 1.001638 4.806085
H: 1.112200 0.387138 -6.173115
H: 2.240800 -3.044162 0.020885
H: 2.401700 -3.231562 1.791385

Atomic forces in eV per Å
V -1.265 -0.266 3.501
P -0.050 -1.093 -1.577
P 0.034 1.414 -1.716
O 0.495 0.525 -0.157
C -0.053 0.119 0.065
C 0.016 -0.161 0.005
C 0.026 0.140 -0.099
C -0.372 -0.008 0.122
C -0.029 -0.138 -0.103
C -0.010 0.147 -0.230
C -0.012 0.163 0.014
C -0.055 0.049 -0.248
C -0.010 0.363 0.269
C -0.400 0.018 -0.071
C 0.070 -0.107 0.068
C 0.391 -0.006 -0.042
C 0.461 -0.448 -0.055
C -0.379 0.172 0.323
C -0.049 0.054 0.056
C 0.117 -0.016 -0.117
C -0.549 -0.376 -0.630
C 0.367 -0.008 0.139
H -0.072 0.001 -0.016
H 0.051 -0.031 -0.121
H 0.055 -0.064 -0.092
H 0.090 -0.005 0.003
H -0.090 0.057 -0.052
H -0.089 -0.059 -0.059
H -0.006 -0.152 -0.091
H 0.066 -0.039 0.101
H 0.030 -0.006 0.140
H 0.102 0.100 0.111
H -0.107 0.086 0.128
H -0.119 -0.067 0.123
H 0.105 -0.096 0.128
H -0.005 0.274 -0.102
H -0.037 -0.299 0.361
H 0.074 -0.101 0.321
H 0.073 -0.116 0.057
H 0.003 -0.406 0.399
H -0.083 -0.016 -0.097
H 0.130 0.247 -0.098
H 0.183 0.040 -0.153
H -0.032 -0.100 -0.066
H -0.053 0.060 -0.095
H -0.104 -0.197 -0.516
H 0.095 0.067 -0.050
H -0.100 0.079 0.074
H -0.142 -0.066 0.033
H 0.011 -0.087 0.067
H 0.102 -0.200 0.200
H 0.187 -0.298 -0.537
H 0.565 0.387 -0.024
H 0.129 -0.050 0.111
H 0.141 0.062 0.046
H 0.095 0.030 -0.101
H -0.057 0.221 0.152
H 0.116 0.055 0.134
H -0.036 0.074 0.150
H -0.016 0.075 -0.084

***

No. 2
# C18H39BIN3O9

A cluster of 3 separate species, C18H39BIN3O9 in total in a non-equilibrium geometry (ωB97M-V with the def2-TZVPD basis set, the OMol25 dataset).

The SMILES is O=C(I)C[C@@H]1C[C@H](OB(O)O)NC1=O.COCCNCCOC.COCCNCCOC. The strongest force on any atom is 1.4 eV Å⁻¹. For the total energy, the calculation gives -1873.26374 hartree. For the LUMO energy, the calculation gives 0.18 eV.

Cartesian coordinates (Å):
I: 3.045750 -4.405849 1.004318
O: -4.377820 -5.408170 -1.310659
O: 1.170069 -3.638116 3.158698
O: 5.237260 6.506788 1.579783
O: -4.594233 -0.862216 -1.918098
O: 4.243369 -0.650970 -1.856224
O: 4.810998 1.890204 1.989307
O: 1.040236 -0.880566 2.525940
O: 2.408942 -1.682430 -2.959892
O: 2.071025 0.084508 -1.344774
N: 0.795651 0.263098 0.556857
N: -6.559850 -3.143768 -1.897306
N: 3.016007 4.487949 1.409780
C: -6.697652 -4.529338 -1.458522
C: 0.758401 -0.127549 -0.858848
C: 3.908092 6.684601 2.048339
C: -6.348935 -2.166171 -0.841523
C: -5.915618 -0.825044 -1.391708
C: 1.210689 -3.725476 1.990542
C: 5.815122 2.877490 1.871005
C: 3.288258 5.387372 2.519289
C: 3.624101 2.302247 2.643251
C: 0.111909 -3.424617 0.996728
C: 0.656511 -0.851765 1.389923
C: -4.503671 -0.821447 -3.326324
C: 5.402860 6.583334 0.180961
C: -0.052082 -1.936795 0.606662
C: 0.165719 -1.551977 -0.865536
C: -3.583960 -4.271624 -1.569557
C: 2.671627 3.120716 1.778735
C: -5.586323 -5.149158 -0.617379
B: 2.893204 -0.788974 -2.026109
H: -3.472679 -0.576472 -3.577537
H: -1.104302 -1.715420 0.817579
H: 0.599427 -2.303649 -1.514889
H: -6.814947 -5.144349 -2.353697
H: 3.101543 1.376117 2.899054
H: -0.853836 -1.445241 -1.249252
H: 3.963276 4.954628 3.270176
H: 0.083716 0.521410 -1.415490
H: 3.958364 7.369015 2.899093
H: -2.552237 -4.605085 -1.692870
H: -5.158025 -0.051467 -3.745666
H: -5.938800 -6.126098 -0.280552
H: -3.873675 -3.779531 -2.502341
H: 0.284255 -3.985947 0.081020
H: 2.345047 5.621121 3.024708
H: 1.710431 0.658977 0.754185
H: 6.767016 2.358762 1.761888
H: 4.494318 -0.393944 -0.963711
H: 5.860870 3.512608 2.760726
H: -5.589302 -2.475716 -0.111077
H: -4.752142 -1.780624 -3.794909
H: 4.865678 7.439822 -0.238211
H: -7.287852 -2.028437 -0.294968
H: -5.380258 -4.559965 0.285347
H: 1.698784 3.138000 2.282380
H: -0.813805 -3.794448 1.440393
H: 2.614199 -2.598960 -2.766134
H: -5.806741 -3.082358 -2.567680
H: 6.467020 6.710499 -0.010870
H: 5.674403 3.511755 0.990563
H: 3.288909 7.151545 1.275118
H: 2.536800 2.565393 0.846823
H: -6.619494 -0.468530 -2.150520
H: 3.812386 4.474773 0.787181
H: -3.621078 -3.551163 -0.746419
H: 5.067234 5.676918 -0.336319
H: -7.631470 -4.615450 -0.892094
H: -5.910802 -0.103711 -0.570770
H: 3.862113 2.798931 3.592087

Atomic forces in eV per Å
I 0.156 0.095 -0.099
O -0.032 0.053 0.004
O -0.051 -0.274 -0.037
O -0.005 -0.068 -0.036
O 0.000 -0.072 -0.031
O 0.014 -0.568 0.188
O -0.012 0.023 -0.092
O 0.029 -0.062 0.356
O -0.546 0.098 0.348
O 0.024 -0.459 0.097
N 0.552 -0.867 -0.268
N 0.178 -0.005 -0.008
N 0.239 -0.016 -0.016
C -0.076 0.045 -0.079
C 0.042 0.030 -0.048
C -0.052 0.114 0.082
C -0.018 -0.075 -0.037
C -0.050 0.103 0.078
C -0.031 0.194 0.008
C 0.056 -0.064 0.019
C -0.023 -0.063 -0.017
C -0.080 -0.151 0.077
C 0.000 0.095 -0.160
C 0.242 0.154 -0.333
C 0.033 0.054 0.002
C 0.038 0.046 0.004
C -0.479 -0.114 0.221
C -1.401 0.081 0.096
C 0.157 -0.109 -0.089
C -0.124 0.020 -0.069
C -0.017 -0.110 0.097
B 0.088 0.257 -0.191
H 0.003 -0.011 0.004
H 0.057 0.010 0.035
H 0.600 0.149 0.220
H -0.042 -0.004 0.010
H 0.014 0.005 0.032
H 0.190 0.024 -0.379
H -0.014 0.038 0.021
H 0.229 0.217 0.006
H 0.015 0.018 -0.022
H -0.022 -0.074 0.045
H 0.003 -0.003 -0.010
H 0.011 -0.002 -0.007
H -0.001 0.122 0.068
H 0.059 -0.107 0.105
H 0.000 -0.032 0.018
H -0.341 0.661 0.107
H -0.001 -0.002 0.011
H 0.001 0.395 -0.092
H -0.006 0.020 -0.017
H -0.027 0.034 0.035
H -0.039 0.015 -0.004
H 0.003 -0.005 -0.011
H 0.005 -0.017 0.019
H 0.022 0.044 -0.042
H 0.007 -0.017 0.015
H 0.068 0.045 0.114
H 0.440 -0.055 -0.260
H -0.005 0.009 0.014
H 0.002 -0.010 0.003
H -0.012 0.034 0.039
H -0.010 -0.053 -0.017
H -0.063 0.079 -0.038
H -0.001 -0.056 -0.020
H -0.001 -0.014 0.030
H -0.049 0.045 -0.042
H -0.037 0.021 -0.006
H 0.021 0.001 0.036
H 0.008 0.021 -0.024
H 0.057 0.068 -0.064

***

No. 3
# C18H39BN4O3

A cluster of 3 separate species, C18H39BN4O3 in total in a non-equilibrium geometry (ωB97M-V with the def2-TZVPD basis set, the OMol25 dataset).

The SMILES is CCCCCCCCCB(CCN)OC#N.CN(C)C=O.CN(C)C=O. The strongest force on any atom is 12.0 eV Å⁻¹. For the total energy, the calculation gives -1178.59833 hartree. For the LUMO energy, the calculation gives 0.31 eV.

Cartesian coordinates (Å):
O: 3.462336 1.051502 -3.565448
O: -4.545833 3.153721 3.221560
O: 0.270132 1.765980 1.215189
N: 0.688587 -0.463697 2.829819
N: -2.643066 0.644862 -2.713467
N: 5.603963 0.907013 -2.698989
N: -2.404206 3.009231 4.088018
C: 5.137430 0.618782 -1.358725
C: -2.870737 2.721002 5.428282
C: 4.677961 1.100945 -3.702235
C: -3.175461 -0.822021 1.968471
C: 0.366735 -3.424905 -1.664710
C: -3.330208 3.203164 3.084772
C: -1.133848 -4.093716 -1.495391
C: -1.654879 -4.134214 0.086006
C: 0.453653 0.575263 2.058478
C: -1.278732 1.351200 -2.579320
C: -2.800197 -2.427196 1.882008
C: -1.107551 1.948742 -1.063306
C: -0.978568 3.084321 3.845606
C: 1.282661 -1.115122 -0.770255
C: 0.332758 -1.790546 -1.926230
C: 1.450484 0.511818 -0.874540
C: -2.697334 -2.881861 0.294855
C: 7.029600 0.982102 -2.941400
B: 0.210605 1.386135 -0.241023
H: -0.767868 3.307276 2.796224
H: 1.566334 0.836684 -2.011341
H: -0.767200 -1.400748 -1.837219
H: -1.347759 2.280007 -3.325105
H: 0.871890 -3.990042 -2.585031
H: -1.893509 -3.414819 -2.095257
H: -3.320841 1.008526 -2.008164
H: -2.330884 -1.955618 -0.339504
H: -3.906357 -0.614110 1.051510
H: -0.524052 2.124146 4.106869
H: -0.553959 3.873740 4.472712
H: 0.923997 -1.515816 0.269446
H: -2.538706 -0.388308 -2.607076
H: -0.930338 3.122936 -1.188154
H: -2.106873 1.869781 -0.415048
H: -3.624618 -3.129882 2.363166
H: -2.234325 -0.138512 1.783896
H: 4.537402 -0.296038 -1.379400
H: 0.780513 -1.576324 -2.999783
H: -1.164485 -5.189752 -1.966354
H: -3.470766 1.806181 5.407607
H: -2.276642 -5.132952 0.238102
H: 2.373643 -1.572096 -0.933294
H: -0.388763 0.696790 -2.964278
H: -1.803973 -2.625691 2.492028
H: 5.981120 0.490240 -0.674955
H: 0.992935 -3.733355 -0.712187
H: 7.454209 1.771521 -2.314295
H: -3.500531 3.547258 5.771669
H: 7.484117 0.021926 -2.680139
H: -3.770861 -3.157469 -0.115886
H: -0.746383 -4.123008 0.852350
H: 5.139495 1.313310 -4.680267
H: 4.507638 1.445039 -1.015339
H: 2.439180 0.899246 -0.341370
H: -3.773645 -0.535618 2.947829
H: -2.868674 3.415529 2.106741
H: -2.027048 2.592460 6.112053
H: 7.240300 1.205056 -3.990783

Atomic forces in eV per Å
O 0.887 -0.017 0.162
O 0.965 -0.019 0.132
O 0.162 -5.022 1.722
N -2.272 9.485 -6.987
N 1.399 -0.264 0.473
N -0.797 0.242 -1.199
N -0.739 0.235 -1.173
C -0.276 0.006 -0.075
C -0.330 0.001 -0.072
C 0.097 -0.167 0.780
C -0.958 -0.446 -0.834
C -0.418 -1.014 -0.545
C -0.040 -0.202 0.839
C -0.030 -0.013 0.173
C -0.766 -0.117 -0.952
C 1.938 -4.804 3.663
C -1.184 1.221 -0.433
C -0.198 -0.034 -0.108
C 0.510 0.999 0.084
C -0.159 0.034 0.148
C 0.873 -0.650 -0.686
C 0.803 -0.613 0.634
C 0.121 0.780 -0.213
C 0.655 0.279 0.700
C -0.130 -0.038 0.160
B -0.232 -0.375 -0.358
H -0.141 -0.044 0.218
H -0.107 -0.896 2.333
H 2.109 -0.707 -0.262
H 0.325 -1.994 1.628
H -0.969 1.428 1.936
H 1.445 -1.533 1.088
H 0.985 -0.575 -0.788
H -0.597 -1.778 1.293
H 1.415 -0.302 1.987
H 0.170 0.128 -0.059
H 0.171 -0.082 -0.086
H 0.613 1.063 -1.868
H -0.220 1.312 0.104
H -0.319 -2.263 0.427
H 2.140 0.026 -1.446
H 1.582 1.741 -0.794
H -1.801 -1.453 0.641
H 0.002 0.111 0.194
H -1.066 -0.230 2.239
H 0.171 2.445 1.055
H 0.019 0.119 0.192
H 1.454 2.017 -0.154
H -2.345 0.914 0.369
H -1.896 1.068 0.990
H -1.938 0.370 -1.519
H -0.112 0.043 -0.223
H -1.163 0.892 -1.875
H 0.173 -0.093 -0.120
H 0.015 -0.185 0.126
H 0.168 0.140 -0.071
H 2.209 0.496 0.868
H -1.985 0.120 -1.680
H 0.094 -0.016 0.075
H 0.058 -0.170 0.114
H -1.988 -1.086 -0.959
H 1.534 -0.506 -1.978
H 0.138 -0.009 0.045
H -0.101 0.039 -0.236
H -0.122 -0.036 0.163